one:
Density functional theory data (ωB97M-V/def2-TZVPD) for 8 unconnected molecules or ions with the total composition C24H58Br4N4.

Geometry (Å):
N: -0.466 -1.827 -0.644
H: 0.440 -2.181 -0.373
H: -0.904 -2.392 -1.357
H: -0.469 -0.896 -1.035
H: -1.127 -1.862 0.119
C: -7.051 -0.026 3.096
C: -6.408 0.550 1.858
C: -5.140 1.404 2.041
N: -4.376 1.830 0.802
C: -4.051 0.664 -0.140
C: -3.064 2.603 1.286
C: -2.691 3.352 0.073
C: -4.048 3.679 -0.628
C: -5.083 2.894 -0.002
H: -8.038 -0.438 2.883
H: -7.233 0.736 3.854
H: -6.479 -0.738 3.691
H: -7.198 1.182 1.453
H: -6.290 -0.389 1.316
H: -4.366 0.784 2.493
H: -5.267 2.202 2.773
H: -4.107 0.962 -1.187
H: -4.716 -0.200 -0.135
H: -3.098 0.215 0.141
H: -2.425 1.799 1.652
H: -3.434 3.312 2.026
H: -2.001 2.790 -0.556
H: -2.148 4.263 0.327
H: -3.937 3.589 -1.708
H: -4.341 4.724 -0.524
H: -5.909 2.639 -0.666
H: -5.377 3.577 0.795
C: 4.009 4.780 4.812
C: 3.845 3.469 4.076
C: 2.612 2.605 4.418
N: 2.336 1.416 3.435
C: 3.580 0.542 3.213
C: 1.172 0.540 3.922
C: 0.246 0.400 2.771
C: 0.892 1.100 1.500
C: 1.920 2.026 2.088
H: 3.644 5.572 4.159
H: 5.035 4.881 5.165
H: 3.403 4.784 5.718
H: 4.734 2.913 4.375
H: 4.056 3.682 3.028
H: 1.649 3.109 4.499
H: 2.896 2.032 5.301
H: 3.898 0.062 4.139
H: 4.375 1.151 2.783
H: 3.221 -0.245 2.551
H: 1.603 -0.420 4.206
H: 0.641 0.920 4.794
H: -0.108 -0.621 2.626
H: -0.691 0.924 2.963
H: 1.187 0.393 0.725
H: 0.218 1.794 0.997
H: 2.840 2.041 1.503
H: 1.438 3.001 2.158
C: 2.115 -6.508 -2.919
C: 2.321 -5.290 -3.826
C: 2.525 -3.877 -3.136
N: 2.782 -2.752 -4.207
C: 4.199 -2.896 -4.792
C: 2.683 -1.411 -3.457
C: 2.541 -0.379 -4.522
C: 1.668 -1.090 -5.543
C: 1.825 -2.555 -5.349
H: 2.925 -6.601 -2.196
H: 2.327 -7.396 -3.515
H: 1.188 -6.579 -2.350
H: 1.498 -5.358 -4.537
H: 3.187 -5.530 -4.445
H: 3.470 -3.894 -2.592
H: 1.687 -3.535 -2.529
H: 4.286 -3.782 -5.420
H: 4.939 -3.125 -4.025
H: 4.457 -2.038 -5.414
H: 3.569 -1.215 -2.853
H: 1.830 -1.358 -2.780
H: 3.467 0.016 -4.941
H: 2.082 0.526 -4.123
H: 1.848 -0.756 -6.565
H: 0.656 -0.732 -5.353
H: 2.142 -3.138 -6.214
H: 0.827 -2.916 -5.099
Br: -1.909 -3.573 -3.100
Br: -0.310 1.085 -2.333
Br: -2.914 -2.316 1.613
Br: 2.235 -2.680 0.872

Calculated values
- Multiplicity: 1
- Kohn-Sham gap: 5.94 eV
- HOMO level: -0.230 hartree
- LUMO energy: -0.309 eV

two:
Density functional theory data (ωB97M-V/def2-TZVPD) for 8 unconnected molecules or ions with the total composition C24H58Br4N4.

Geometry (Å):
N: -1.073 -1.172 -0.150
H: -1.119 -1.989 0.494
H: -1.964 -0.660 -0.275
H: -0.681 -1.298 -1.108
H: -0.517 -0.388 0.252
C: 1.439 -0.954 6.471
C: 0.258 -0.330 5.758
C: -0.708 -1.375 5.189
N: -2.024 -0.852 4.742
C: -1.871 0.165 3.663
C: -2.870 -0.308 5.853
C: -4.299 -0.335 5.310
C: -4.293 -1.467 4.276
C: -2.845 -2.005 4.203
H: 1.195 -1.653 7.270
H: 2.196 -0.216 6.732
H: 1.996 -1.584 5.759
H: 0.598 0.294 4.932
H: -0.332 0.221 6.500
H: -0.838 -2.172 5.921
H: -0.275 -1.781 4.269
H: -1.099 0.895 3.869
H: -2.851 0.562 3.422
H: -1.559 -0.415 2.796
H: -2.491 0.661 6.163
H: -2.718 -1.043 6.647
H: -4.589 0.672 5.018
H: -4.961 -0.583 6.141
H: -4.578 -1.165 3.266
H: -4.964 -2.270 4.571
H: -2.514 -2.202 3.187
H: -2.776 -2.838 4.897
C: 3.950 1.102 -2.382
C: 4.476 -0.088 -1.590
C: 3.350 -1.069 -1.217
N: 3.667 -1.759 0.057
C: 4.668 -2.835 -0.228
C: 4.082 -0.931 1.276
C: 3.746 -1.816 2.467
C: 2.524 -2.629 2.079
C: 2.391 -2.429 0.605
H: 3.364 0.811 -3.263
H: 4.788 1.673 -2.788
H: 3.308 1.797 -1.840
H: 4.898 0.399 -0.706
H: 5.274 -0.609 -2.121
H: 3.190 -1.811 -1.988
H: 2.520 -0.375 -1.098
H: 5.564 -2.406 -0.667
H: 4.228 -3.495 -0.971
H: 4.812 -3.309 0.736
H: 5.150 -0.719 1.285
H: 3.502 -0.010 1.229
H: 4.649 -2.368 2.752
H: 3.589 -1.261 3.397
H: 2.793 -3.660 2.322
H: 1.638 -2.324 2.620
H: 2.023 -3.204 -0.066
H: 1.670 -1.627 0.421
C: -2.625 4.354 -7.851
C: -1.659 3.589 -6.889
C: -2.486 2.910 -5.829
N: -1.607 2.075 -4.904
C: -0.730 1.079 -5.631
C: -2.392 1.282 -3.842
C: -1.754 1.694 -2.481
C: -0.371 2.155 -2.883
C: -0.687 2.984 -4.096
H: -3.332 3.758 -8.415
H: -1.977 4.960 -8.481
H: -3.182 5.037 -7.202
H: -0.832 4.195 -6.528
H: -1.169 2.940 -7.620
H: -3.205 2.132 -6.082
H: -2.954 3.704 -5.245
H: -0.148 1.538 -6.423
H: -1.325 0.283 -6.075
H: -0.012 0.532 -5.010
H: -2.409 0.207 -3.992
H: -3.409 1.670 -3.874
H: -1.781 0.789 -1.883
H: -2.402 2.452 -2.048
H: 0.195 1.276 -3.188
H: 0.147 2.709 -2.103
H: 0.297 3.107 -4.556
H: -1.145 3.946 -3.884
Br: -0.756 -3.840 1.797
Br: 0.820 1.158 1.250
Br: -3.978 -0.005 0.667
Br: 0.180 -2.135 -3.052

Calculated values
- Multiplicity: 1
- Kohn-Sham gap: 7.07 eV
- HOMO level: -0.257 hartree
- LUMO energy: 0.073 eV

The structure with the most favorable energy is two; the runner-up is 2.367 eV above it.

one:
Density functional theory data (ωB97M-V/def2-TZVPD) for a gas-phase ion, C5H12NO (charge +1).

Geometry (Å):
N: 2.941 -0.919 0.177
C: 1.777 -0.475 1.107
C: 0.490 -0.373 0.593
C: -0.318 0.796 0.965
C: -1.246 1.242 -0.094
C: -2.244 0.236 -0.672
O: -1.557 -0.411 -1.716
H: 3.296 -0.009 -0.178
H: 3.781 -1.229 0.750
H: 2.763 -1.579 -0.564
H: 2.222 0.027 2.060
H: 0.071 -1.205 0.046
H: -0.939 0.465 1.784
H: 0.324 1.626 1.171
H: -1.862 2.168 0.128
H: -0.710 1.496 -1.027
H: -2.497 -0.588 0.004
H: -3.239 0.864 -0.673
H: -2.087 -0.876 -2.410

Calculated values
- Multiplicity: 1
- Structure (SMILES): [NH3+]/C=C/CCCO
- Kohn-Sham gap: 9.32 eV
- HOMO level: -0.490 hartree
- Net charge: +1
- LUMO energy: -4.020 eV

two:
Density functional theory data (ωB97M-V/def2-TZVPD) for a gas-phase ion, C5H12NO (charge +1).

Geometry (Å):
N: 0.260 1.398 -1.921
C: -0.794 1.365 -1.027
C: -0.566 1.117 0.297
C: -1.232 -0.021 0.859
C: -0.392 -1.502 1.014
C: 1.126 -1.154 1.039
O: 1.660 -0.630 -0.242
H: 0.298 0.535 -2.405
H: 0.160 2.222 -2.675
H: 1.102 1.299 -1.381
H: -1.729 1.339 -1.610
H: -0.328 1.979 0.860
H: -1.398 0.101 1.868
H: -2.077 -0.334 0.246
H: -0.715 -1.938 1.982
H: -0.819 -2.276 0.182
H: 1.240 -0.419 1.850
H: 1.680 -2.088 1.401
H: 2.526 -0.991 -0.335

Calculated values
- Multiplicity: 1
- Structure (SMILES): [NH3+]/C=C/CCCO
- Kohn-Sham gap: 8.13 eV
- HOMO level: -0.467 hartree
- Net charge: +1
- LUMO energy: -4.571 eV

The structure with the most favorable energy is one; the runner-up is 1.505 eV above it.